Record 1
A cluster of 6 separate species, C5H23NO5S2 in total in a non-equilibrium geometry. Source: the Open Molecules 2025 dataset; level of theory: wB97M-V/def2-TZVPD.

The value obtained for the total energy is -38955.166 eV. The multiplicity is 2. For the HOMO-LUMO gap (alpha / beta), the calculation gives 1.90 / 8.72 eV. The total charge is -1.

Geometry as XYZ:
```
36
C5H23NO5S2 | the Open Molecules 2025 dataset | wB97M-V/def2-TZVPD
S -2.38 -2.02 2.35
S -1.72 -2.70 0.61
C -0.27 -1.63 0.19
C -0.67 -0.54 -0.78
C -1.65 0.48 -0.21
N 0.65 0.05 -1.18
C 0.64 1.13 -2.19
C 1.60 2.23 -1.79
H -3.14 -0.93 2.05
H 0.38 -2.33 -0.33
H 0.18 -1.28 1.11
H -1.09 -0.93 -1.71
H -1.41 0.74 0.82
H -2.67 0.11 -0.34
H -1.59 1.40 -0.79
H 1.04 0.45 -0.34
H -0.39 1.54 -2.26
H 0.74 0.70 -3.18
H 2.53 1.80 -1.44
H 1.83 2.83 -2.68
H 1.08 2.90 -1.11
H -2.17 0.09 -3.24
H -2.03 -0.40 -4.67
O -1.82 0.36 -4.11
H 2.17 5.00 1.54
H 1.76 5.38 0.08
O 1.78 4.67 0.71
H 2.10 -1.75 -1.82
H 2.75 -1.56 -0.54
O 2.90 -2.07 -1.35
H 0.47 2.38 3.23
H 1.92 2.21 3.56
O 1.32 2.76 3.02
H 2.77 -0.64 1.97
H 2.96 0.31 0.84
O 2.37 0.18 1.59
```

***

Record 2
A cluster of 8 separate species, C5H23NO7 in total in a non-equilibrium geometry. Source: the Open Molecules 2025 dataset; level of theory: wB97M-V/def2-TZVPD.

The value obtained for the total energy is -21376.646 eV. For the HOMO-LUMO gap, the calculation gives 8.04 eV. The SMILES is C=C/C(N)=C/C.O.O.O.O.O.O.O.

Geometry as XYZ:
```
36
C5H23NO7 | the Open Molecules 2025 dataset | wB97M-V/def2-TZVPD
C 1.71 0.31 -1.43
N 0.91 2.94 -2.35
C 0.52 2.51 -0.89
C 0.83 1.18 -0.66
C -0.48 3.21 1.19
C -0.08 3.46 -0.05
H 2.46 0.88 -1.99
H 0.89 -0.25 -2.03
H 2.39 -0.38 -0.79
H 1.04 3.96 -2.48
H 0.36 2.46 -3.03
H 0.52 0.78 0.29
H -0.12 2.35 1.68
H -0.84 4.01 1.78
H 0.01 4.50 -0.56
H 3.67 2.94 0.49
H 2.93 3.10 -0.80
O 3.43 2.41 -0.36
H -0.16 -3.75 -2.36
H -1.46 -2.93 -2.84
O -1.08 -3.65 -2.36
H 0.34 -2.22 1.55
H 1.86 -2.16 1.30
O 1.14 -1.82 1.84
H 0.07 -1.97 3.86
H 0.55 -0.64 4.36
O -0.07 -1.24 4.56
H -1.52 -4.08 2.26
H -1.62 -3.55 0.74
O -0.98 -3.65 1.53
H -2.44 -1.05 1.05
H -2.52 -1.98 2.62
O -2.82 -1.84 1.73
H -3.31 -0.50 -2.99
H -2.03 0.12 -3.42
O -2.42 -0.76 -3.33
```

***

Record 3
A cluster of 8 separate species, C5H23NO7 in total in a non-equilibrium geometry. Source: the Open Molecules 2025 dataset; level of theory: wB97M-V/def2-TZVPD.

The value obtained for the total energy is -21380.044 eV. For the HOMO-LUMO gap, the calculation gives 8.77 eV. The SMILES is C=CCNC=C.O.O.O.O.O.O.O.

Geometry as XYZ:
```
36
C5H23NO7 | the Open Molecules 2025 dataset | wB97M-V/def2-TZVPD
C 0.40 -0.17 -2.85
C -0.78 -0.35 -2.26
N -1.17 0.30 -1.10
C -2.06 -0.41 -0.18
C -1.71 -2.28 1.41
C -1.68 -1.81 0.17
H 1.17 0.49 -2.46
H 0.62 -0.70 -3.77
H -1.51 -1.06 -2.63
H -0.47 0.84 -0.63
H -3.07 -0.40 -0.61
H -2.16 0.20 0.72
H -1.60 -3.35 1.59
H -2.06 -1.75 2.29
H -1.47 -2.50 -0.63
H -0.58 1.27 2.46
H 0.80 1.75 1.95
O 0.30 1.49 2.77
H -1.61 3.67 0.97
H -1.33 2.97 2.25
O -1.70 3.80 1.91
H 3.31 -1.24 -0.34
H 2.16 -1.30 0.69
O 2.38 -1.00 -0.21
H 1.88 0.76 0.22
H 1.21 2.08 -0.41
O 1.51 1.63 0.41
H 1.33 -3.63 -1.57
H 1.03 -2.23 -1.10
O 0.74 -3.15 -0.99
H 1.50 -1.54 3.11
H 1.30 -0.17 2.51
O 1.98 -0.86 2.65
H 0.18 2.22 -2.44
H 0.41 3.68 -2.01
O 0.74 2.78 -1.89
```

***

Record 4
A cluster of 8 separate species, C5H24BF4N10O7 in total in a non-equilibrium geometry. Source: the Open Molecules 2025 dataset; level of theory: wB97M-V/def2-TZVPD.

The value obtained for the total energy is -46369.808 eV. For the HOMO-LUMO gap, the calculation gives 9.61 eV. The total charge is -1.

Geometry as XYZ:
```
51
C5H24BF4N10O7 | the Open Molecules 2025 dataset | wB97M-V/def2-TZVPD
B -0.80 -0.13 0.27
F -0.88 -1.08 -0.76
F 0.53 0.12 0.60
F -1.55 1.01 -0.15
F -1.43 -0.65 1.43
O -2.25 0.75 3.63
H -1.98 0.37 2.78
H -1.44 0.79 4.15
O -1.42 0.96 -2.95
H -1.70 0.08 -3.24
H -1.38 0.88 -1.99
C -0.44 4.31 -0.21
O 0.08 5.38 -0.49
N 0.26 3.12 -0.13
N -1.73 4.20 0.21
H -0.32 2.29 -0.05
H 1.20 3.13 -0.46
H -2.09 3.32 0.55
H -2.28 5.03 0.19
C -3.46 -2.25 -3.27
O -4.51 -2.21 -3.87
N -2.32 -1.60 -3.74
N -3.29 -2.79 -2.02
H -2.47 -1.33 -4.70
H -1.39 -1.96 -3.55
H -3.91 -3.54 -1.77
H -2.39 -2.69 -1.59
C 1.17 -2.79 3.23
O 1.84 -3.57 3.90
N -0.17 -2.67 3.36
N 1.76 -1.91 2.36
H -0.67 -3.17 4.07
H -0.66 -2.03 2.75
H 1.29 -1.63 1.51
H 2.72 -2.13 2.13
C 3.07 1.99 3.40
O 4.19 2.49 3.43
N 2.44 1.61 2.25
N 2.49 1.49 4.52
H 2.72 1.88 1.33
H 1.58 1.09 2.26
H 1.65 0.95 4.57
H 3.04 1.47 5.36
C 1.55 -1.34 -3.96
O 0.88 -2.12 -4.63
N 2.45 -0.45 -4.51
N 1.47 -1.31 -2.62
H 3.25 -0.21 -3.94
H 2.66 -0.67 -5.47
H 1.81 -0.56 -2.04
H 0.83 -1.92 -2.13
```

***

Record 5
A structure of composition C5H24BMgN10O5 in a non-equilibrium geometry. Source: the Open Molecules 2025 dataset; level of theory: wB97M-V/def2-TZVPD.

The value obtained for the total energy is -36836.796 eV. For the HOMO-LUMO gap, the calculation gives 9.26 eV. The total charge is +1.

Geometry as XYZ:
```
46
C5H24BMgN10O5 | the Open Molecules 2025 dataset | wB97M-V/def2-TZVPD
Mg 0.60 -0.03 0.13
B 2.58 -0.44 0.63
H 2.23 -0.85 -0.38
H 1.80 -0.74 1.40
H 3.60 -0.94 0.91
H 2.57 0.71 0.60
C -1.08 -1.36 2.44
O -0.39 -0.66 1.69
N -2.35 -1.06 2.77
N -0.57 -2.55 2.86
H -2.81 -0.28 2.34
H -2.77 -1.60 3.49
H -1.09 -3.16 3.46
H 0.31 -2.83 2.46
C 0.74 2.80 1.73
O 0.59 1.87 0.94
N 1.10 2.60 3.03
N 0.53 4.09 1.36
H 1.37 1.69 3.35
H 1.37 3.38 3.59
H 0.53 4.92 1.92
H 0.17 4.15 0.42
C -0.49 -2.81 -1.18
O 0.07 -1.81 -0.75
N -0.23 -4.06 -0.73
N -1.36 -2.74 -2.24
H -0.63 -4.91 -1.08
H 0.50 -4.12 -0.04
H -1.80 -3.59 -2.56
H -1.58 -1.85 -2.65
C 2.09 1.12 -2.50
O 1.20 0.73 -1.74
N 1.81 1.64 -3.73
N 3.40 0.86 -2.23
H 2.54 2.08 -4.25
H 0.85 1.83 -3.91
H 4.12 0.90 -2.92
H 3.49 0.37 -1.34
C -2.34 0.76 -0.87
O -1.16 0.56 -0.62
N -2.90 1.99 -1.02
N -3.25 -0.27 -0.86
H -3.86 2.11 -1.24
H -2.30 2.79 -1.11
H -2.95 -1.22 -0.71
H -4.23 -0.07 -0.86
```

***

Record 6
A cluster of 6 separate species, C5H24N2O5 in total in a non-equilibrium geometry. Source: the Open Molecules 2025 dataset; level of theory: wB97M-V/def2-TZVPD.

The value obtained for the total energy is -18790.805 eV. For the HOMO-LUMO gap, the calculation gives 8.25 eV. The SMILES is CCNCCNC.O.O.O.O.O.

Geometry as XYZ:
```
36
C5H24N2O5 | the Open Molecules 2025 dataset | wB97M-V/def2-TZVPD
C -0.29 2.67 -0.57
C -0.51 1.85 -1.84
N 0.39 0.67 -2.05
C 0.92 0.01 -0.88
C 0.82 -1.54 -0.98
N -0.43 -2.12 -0.53
C -1.69 -1.79 -1.13
H 0.76 2.67 -0.28
H -0.62 3.69 -0.77
H -0.79 2.40 0.36
H -1.53 1.52 -2.01
H -0.21 2.52 -2.65
H 1.12 0.99 -2.68
H 1.97 0.26 -0.71
H 0.37 0.20 0.05
H 1.64 -1.93 -0.38
H 0.92 -1.88 -2.01
H -0.47 -2.08 0.48
H -1.60 -1.71 -2.22
H -2.08 -0.81 -0.82
H -2.44 -2.56 -0.98
H -1.33 -3.95 0.91
H 0.00 -4.07 0.16
O -0.53 -4.47 0.85
H 0.98 1.33 2.40
H 0.51 2.67 1.85
O 1.27 2.25 2.28
H 0.77 -1.07 2.13
H -0.11 -1.62 3.17
O -0.15 -1.02 2.40
H -2.63 0.72 1.93
H -2.58 0.45 0.44
O -2.56 1.17 1.08
H 3.59 2.31 1.06
H 3.02 0.86 1.26
O 3.50 1.44 0.68
```